[1]
This record from the Open Molecules 2025 dataset describes a single C14H15N3O3S3 molecule in a non-equilibrium geometry. The level of theory is wB97M-V/def2-TZVPD.

Geometry as XYZ:
```
38
Properties=species:S:1:pos:R:3
S 3.602 1.924 0.722
S 1.469 -2.447 -1.313
S 3.769 -1.213 1.696
O 1.211 1.628 -2.350
O -5.141 -0.281 -0.693
O -5.173 0.249 1.820
N 0.732 1.944 -0.080
N 2.504 -0.311 -0.267
N 3.019 -2.166 0.874
C -0.575 1.743 -0.054
C -1.202 0.951 -1.139
C -2.598 0.616 -1.025
C -4.603 0.231 0.623
C 1.473 -4.260 -0.348
C -2.391 1.076 1.264
C 3.146 2.476 -1.098
C -6.371 -0.527 -0.408
C -1.215 1.760 1.083
C -3.167 0.744 0.197
C 2.385 -1.507 -0.431
C 1.633 1.777 -1.255
C 3.291 0.272 0.549
C -6.574 -1.956 0.166
H -6.872 0.244 0.271
H -6.162 -1.838 1.117
H 3.063 3.453 -1.115
H 2.607 -4.407 -0.455
H 1.271 2.308 0.681
H -2.866 1.437 2.380
H -0.555 2.062 1.880
H -6.055 -2.612 -0.761
H -7.670 -2.238 0.378
H 0.955 -4.948 -1.192
H -3.140 0.101 -1.743
H 1.166 -4.187 0.609
H -0.798 0.765 -2.117
H 3.642 2.022 -1.714
H -6.899 -0.439 -1.429
```

## Properties
energy	-2126.6800	Ha
orbital gap	7.30	eV
energy above the lowest of the compared OMol25 structures with the same formula, charge and spin	263.1	kcal/mol

***

[2]
This record from the Open Molecules 2025 dataset describes a molecular structure, C14H15N5O7STi in a non-equilibrium geometry. The level of theory is wB97M-V/def2-TZVPD.

Geometry as XYZ:
```
43
Properties=species:S:1:pos:R:3
Ti -0.118 0.266 -0.023
S 1.512 -4.221 -0.013
O 2.696 -1.104 -0.671
O -3.686 0.989 1.511
O -2.056 0.426 0.076
O -0.005 -1.710 -0.129
O -1.717 0.925 3.547
O -0.297 0.271 1.932
O -0.319 3.054 0.170
N -0.770 -2.776 0.010
N 0.332 0.720 -4.161
N -0.318 0.356 -2.134
N 0.580 2.060 0.021
N 1.929 0.026 -0.282
C -2.424 -4.960 0.233
C -2.530 0.746 1.269
C -2.965 -3.677 0.153
C -0.167 -4.015 0.078
C 1.929 2.310 -0.038
C 2.491 3.688 0.120
C -0.562 -0.338 -4.241
C 2.676 1.170 -0.252
C -2.108 -2.616 0.048
C -0.978 -0.535 -2.970
C -1.073 -5.110 0.201
C -1.434 0.675 2.393
C 4.166 1.199 -0.455
C 0.462 1.054 -2.869
H -0.831 -0.804 -5.175
H 1.047 0.905 -4.836
H -3.067 -5.830 0.315
H -0.619 -6.088 0.267
H 1.125 1.830 -2.493
H -4.029 -3.490 0.184
H 2.965 4.071 -0.798
H 1.660 4.349 0.377
H 4.500 0.277 -0.927
H 4.460 2.047 -1.080
H -1.701 -1.238 -2.592
H 4.708 1.296 0.499
H -2.434 -1.586 0.002
H 3.246 3.737 0.919
H 2.143 -1.839 -0.394
```

## Properties
energy	-2590.6481	Ha
net charge	-2
orbital gap (spin up / spin down)	3.60 / 3.61	eV
energy above the lowest of the compared OMol25 structures with the same formula, charge and spin	24.7	kcal/mol

***

[3]
This record from the Open Molecules 2025 dataset describes 2 unconnected molecules or ions with the total composition C14H16 in a non-equilibrium geometry. The level of theory is wB97M-V/def2-TZVPD.

Geometry as XYZ:
```
30
Properties=species:S:1:pos:R:3
C 2.454 -1.958 -0.488
C 3.869 0.260 -1.319
C -1.812 1.576 1.138
C 2.319 1.726 -0.095
C -3.895 -0.220 1.311
C -1.981 0.630 0.193
C 3.462 -2.070 -1.428
C -3.705 0.668 2.424
C -3.314 -1.134 -0.891
C 2.806 0.411 -0.462
C 4.262 -1.011 -1.726
C 2.221 -0.737 0.082
C -2.690 1.579 2.241
C -3.159 -0.162 0.188
H 1.204 1.677 0.158
H 1.879 -2.830 -0.083
H -1.152 0.510 -0.700
H 2.446 2.555 -0.750
H -0.855 2.220 1.136
H 2.668 2.035 0.879
H -3.495 -2.150 -0.755
H 4.248 1.107 -1.785
H 4.988 -1.061 -2.558
H 3.550 -2.948 -1.943
H -4.350 -0.906 -1.494
H -2.413 -1.078 -1.648
H 1.587 -0.609 0.897
H -4.250 0.648 3.316
H -4.643 -1.029 1.128
H -2.247 2.301 3.035
```

## Properties
energy	-542.9814	Ha
orbital gap	9.78	eV
energy above the lowest of the compared OMol25 structures with the same formula, charge and spin	57.4	kcal/mol

***

[4]
This record from the Open Molecules 2025 dataset describes 2 unconnected molecules or ions with the total composition C14H16 in a non-equilibrium geometry. The level of theory is wB97M-V/def2-TZVPD.

Geometry as XYZ:
```
30
Properties=species:S:1:pos:R:3
C -1.463 -0.563 2.765
C 1.859 3.265 -2.485
C -0.571 -0.844 1.748
C 0.359 1.199 -2.235
C 0.649 2.438 -2.884
C -1.688 1.105 -3.449
C -0.205 2.884 -3.873
C -0.433 -2.297 4.087
C 0.417 -2.609 3.011
C -1.387 2.209 -4.190
C -1.463 -1.401 3.883
C 0.376 -1.872 1.815
C -0.791 0.500 -2.559
C 1.463 -3.694 3.313
H 0.984 -4.657 3.055
H -2.013 2.524 -5.022
H 2.638 2.712 -1.952
H 2.146 3.833 -3.368
H -0.962 -0.444 -2.068
H 0.163 3.744 -4.434
H 0.963 0.845 -1.396
H 1.620 3.961 -1.658
H -1.846 0.454 2.833
H 1.531 -3.808 4.392
H -2.694 0.696 -3.570
H -2.257 -1.271 4.617
H -0.537 -0.269 0.832
H 2.404 -3.666 2.775
H -0.361 -2.917 4.971
H 1.100 -2.056 1.047
```

## Properties
energy	-543.0314	Ha
orbital gap	9.76	eV
energy above the lowest of the compared OMol25 structures with the same formula, charge and spin	26.0	kcal/mol

***

[5]
This record from the Open Molecules 2025 dataset describes 2 unconnected molecules or ions with the total composition C14H16 in a non-equilibrium geometry. The level of theory is wB97M-V/def2-TZVPD.

Geometry as XYZ:
```
30
Properties=species:S:1:pos:R:3
C -1.587 -1.959 -0.509
C -2.580 -2.124 1.988
C 0.621 1.575 -0.250
C 2.049 3.182 -1.442
C 4.102 0.016 -1.091
C -3.404 0.241 1.756
C -2.096 -0.763 0.031
C 2.910 0.963 -1.046
C -1.343 -3.149 0.145
C 0.801 2.834 -0.821
C -2.611 -0.877 1.313
C 1.658 0.630 -0.474
C 3.088 2.274 -1.575
C -1.973 -3.215 1.415
H -3.220 1.229 1.165
H -4.391 0.142 1.475
H -2.233 0.008 -0.675
H 2.007 4.201 -1.734
H 1.480 -0.365 -0.252
H 0.021 3.610 -0.797
H -0.083 1.394 0.461
H 4.298 -0.136 -0.040
H -1.277 -1.787 -1.526
H 4.064 2.612 -1.912
H -2.120 -4.181 1.744
H -2.965 -2.152 2.941
H -3.304 0.445 2.824
H 3.920 -1.025 -1.399
H -0.832 -3.990 -0.172
H 4.997 0.367 -1.544
```

## Properties
energy	-542.9978	Ha
orbital gap	9.66	eV
energy above the lowest of the compared OMol25 structures with the same formula, charge and spin	47.1	kcal/mol

***

[6]
This record from the Open Molecules 2025 dataset describes a single C14H16BF3O2 molecule in a non-equilibrium geometry. The level of theory is wB97M-V/def2-TZVPD.

Geometry as XYZ:
```
36
Properties=species:S:1:pos:R:3
F -2.053 2.397 0.971
F -3.501 0.734 0.313
F 3.398 -1.154 0.446
O 1.675 0.567 -0.618
O 2.096 0.190 1.851
C 2.115 0.777 4.157
C 1.149 -0.591 -0.056
C 1.890 -0.159 3.112
C -4.023 0.472 -2.831
C -2.640 0.245 -2.278
C -2.125 -1.016 -2.176
C -0.936 -1.254 -1.445
C 2.055 -0.974 1.038
C -1.955 1.370 -1.726
C 2.583 0.506 -1.740
C 1.814 -2.086 1.975
C 1.665 -1.531 3.207
C -0.972 1.058 -0.709
C -0.415 -0.310 -0.567
B -2.381 1.438 0.106
H 1.649 -3.110 1.647
H -4.213 -0.070 -3.772
H -4.237 1.534 -3.015
H 3.071 1.252 3.929
H 2.825 1.553 -1.850
H -0.459 -2.233 -1.555
H -2.087 2.383 -2.098
H -0.235 1.824 -0.510
H -2.643 -1.835 -2.717
H 3.497 -0.044 -1.523
H 1.086 -1.680 -0.370
H 1.342 -2.073 4.080
H 2.079 0.102 -2.628
H 2.255 0.114 5.005
H -4.744 0.083 -2.084
H 1.371 1.521 4.433
```

## Properties
energy	-1017.8057	Ha
orbital gap	2.87	eV
energy above the lowest of the compared OMol25 structures with the same formula, charge and spin	36.2	kcal/mol

***

[7]
This record from the Open Molecules 2025 dataset describes a molecular structure, C14H16BaN5O2 in a non-equilibrium geometry. The level of theory is wB97M-V/def2-TZVPD.

Geometry as XYZ:
```
38
Properties=species:S:1:pos:R:3
Ba -0.221 0.929 -2.071
O 1.413 1.009 3.211
O -0.982 2.733 -1.458
N 0.411 1.369 2.316
N -0.135 -2.689 -0.929
N -0.097 2.521 -0.461
N 1.332 -0.821 -1.133
N -1.734 -0.930 -1.147
C 1.139 -2.122 -0.944
C 3.492 -2.528 -0.778
C -1.448 -2.218 -0.982
C 1.927 3.281 1.997
C -2.451 -3.190 -0.856
C -1.530 3.676 1.146
C 2.602 -0.365 -1.126
C -0.317 2.906 0.731
C -3.766 -2.802 -0.880
C -3.036 -0.567 -1.147
C 0.697 2.464 1.741
C 2.209 -3.012 -0.763
C 3.704 -1.162 -0.960
C -4.076 -1.450 -1.017
H -3.229 0.497 -1.255
H -1.781 3.458 2.182
H 4.696 -0.735 -0.970
H 4.328 -3.202 -0.647
H 2.782 2.833 1.484
H -2.182 -4.234 -0.742
H -4.551 -3.541 -0.790
H -2.361 3.418 0.491
H -1.361 4.752 1.048
H 2.017 -4.068 -0.618
H 2.161 3.290 3.059
H 1.801 4.299 1.634
H 2.721 0.711 -1.258
H -5.097 -1.097 -1.024
H 1.026 0.266 3.683
H -0.101 -3.679 -0.766
```

## Properties
energy	-992.5756	Ha
net charge	+1
orbital gap	8.99	eV
energy above the lowest of the compared OMol25 structures with the same formula, charge and spin	62.7	kcal/mol

***

[8]
This record from the Open Molecules 2025 dataset describes a molecular structure, C14H16ClI2N3OPTl in a non-equilibrium geometry. The level of theory is wB97M-V/def2-TZVPD.

Geometry as XYZ:
```
39
Properties=species:S:1:pos:R:3
Tl 0.675 -0.269 -2.261
I 4.617 1.731 -3.631
I 3.781 -1.881 -3.411
Cl -2.088 0.799 -1.432
P -0.860 0.198 -4.342
O 2.964 0.590 -1.795
N 0.284 -0.674 2.608
N -0.486 1.765 8.926
N 0.317 -0.819 0.375
C -0.390 1.328 7.842
C 0.647 -0.253 6.290
C -0.164 -0.156 1.419
C -0.820 0.849 4.170
C 1.110 -1.808 2.270
C -1.973 -1.263 -4.583
C 3.203 0.344 -3.031
C -0.986 1.351 5.455
C 0.796 -0.755 5.002
C 0.241 0.156 -5.822
C -2.001 1.615 -4.684
C 1.125 -1.856 0.863
C 0.080 -0.195 3.924
C -0.265 0.819 6.543
H -2.687 1.753 -3.802
H -1.379 1.252 3.349
H -2.545 -1.156 -5.535
H -2.672 -1.338 -3.721
H -0.813 0.688 1.362
H 1.671 -2.564 0.248
H 1.225 -0.668 7.119
H -1.393 2.540 -4.788
H -2.596 1.447 -5.623
H 0.853 1.033 -5.760
H -1.355 -2.177 -4.618
H 1.482 -1.576 4.834
H 1.605 -2.443 3.010
H 0.849 -0.718 -5.726
H -1.672 2.164 5.651
H -0.378 0.145 -6.692
```

## Properties
energy	-2351.2438	Ha
net charge	+2
orbital gap (spin up / spin down)	2.85 / 2.85	eV
energy above the lowest of the compared OMol25 structures with the same formula, charge and spin	67.2	kcal/mol

***

Question: What is the formula in the fifth record?
Answer: C14H16

***

Question: energy above the lowest of the compared OMol25 structures with the same formula, charge and spin of number 7 (C14H16BaN5O2)?
Answer: 62.7 kcal/mol

***

Question: Which of these has the highest energy?
Answer: number 3